Record 1
{"formula": "C21H24BrFeIN6S", "method": "ωB97M-V with the def2-TZVPD basis set", "elements": ["H", "C", "N", "H", "H", "C", "H", "C", "H", "H", "H", "H", "H", "H", "H", "C", "H", "C", "S", "N", "N", "C", "H", "C", "N", "N", "C", "H", "C", "I", "C", "C", "H", "C", "H", "C", "H", "N", "H", "H", "C", "C", "H", "H", "Fe", "C", "C", "H", "Br", "C", "H", "C", "C", "H", "C"], "coordinates": [[3.1534, 2.8063, -2.6058], [-3.2192, -5.0521, -2.9382], [-0.5917, 1.6184, -0.9196], [-4.8885, 3.3645, -0.7240], [-3.9548, -1.1727, 3.6859], [-3.0037, 2.3698, -0.6954], [1.6731, -0.0406, 4.5178], [-3.8510, 3.4041, -1.0284], [-3.8606, -5.8115, -2.5127], [-4.1004, 5.3056, -2.0022], [0.6375, 0.8892, 5.6026], [-1.7412, 5.4908, -2.7303], [-3.3473, 1.5086, -0.1362], [-0.1108, -1.5007, 5.9559], [-0.8511, -2.3959, -4.4557], [-3.2309, -0.3898, 3.4669], [-3.3440, -1.9325, 1.4553], [0.4450, 2.1943, -1.4920], [4.1442, 0.8029, -1.6209], [-0.0120, -0.1860, 1.9882], [1.8096, 0.3882, -0.7303], [0.7366, 0.5208, 4.5846], [-2.4088, -0.6605, 0.6834], [1.7549, 1.5624, -1.4476], [0.1189, 3.3707, -2.0465], [-2.0701, -0.9559, 2.7664], [-0.8153, -0.4715, 3.0066], [-2.4488, -3.5967, -5.9034], [-3.2601, -4.7701, -4.2957], [-0.0462, -2.4143, -1.5339], [-1.6772, 2.4755, -1.1080], [-1.5274, -3.1271, -4.0342], [0.9196, 0.0614, 2.2921], [-1.5087, -3.4139, -2.6816], [-2.9326, 0.0807, 4.3935], [2.9329, 1.9403, -2.0000], [-3.9595, -5.3025, -4.9260], [-0.4223, -0.3081, 4.2768], [0.7431, 3.9952, -2.5309], [-1.5682, -0.5110, 6.0581], [3.0151, -0.1171, -0.7496], [-2.4201, -3.8126, -4.8444], [-1.6352, -2.2164, 1.1531], [3.2873, -1.0400, -0.2557], [-0.2146, -0.2123, -0.0006], [-2.0889, 4.6339, -2.1681], [-2.3454, -4.3627, -2.1107], [-3.7109, 0.3696, 2.8438], [-2.3535, -4.7438, -0.2651], [-0.9508, -1.1070, 5.3858], [-1.5334, -1.9407, 5.0069], [-3.3996, 4.5184, -1.7573], [-1.2392, 3.5885, -1.8216], [0.7778, 1.3831, 3.9206], [-2.3630, -1.4637, 1.4487]], "total_energy_ev": -154461.0748, "total_charge": 2, "homo_lumo_gap_ev": [8.60, 8.23], "e_lumo_ha": [-0.201, -0.215], "spin_multiplicity": 5, "e_above_lowest_kcal_mol": 0.0}

=====

Record 2
{"formula": "C21H24BrIMoO3S", "method": "ωB97M-V with the def2-TZVPD basis set", "elements": ["C", "C", "S", "H", "H", "C", "H", "H", "H", "H", "H", "C", "C", "O", "C", "H", "Mo", "C", "C", "I", "C", "Br", "O", "H", "C", "H", "O", "H", "H", "H", "C", "H", "C", "H", "H", "C", "H", "H", "C", "C", "C", "C", "H", "C", "H", "H", "H", "C", "C", "H", "H", "C"], "coordinates": [[3.8235, -4.5706, 4.0405], [-1.1681, -0.9582, -2.1042], [5.0568, 0.3323, -0.7431], [0.8300, 3.6047, -2.4939], [-1.7116, 3.5422, 0.2704], [0.1326, -0.7340, -1.7863], [1.7965, 2.3070, 0.9016], [4.2947, -5.5418, 4.0958], [-3.4437, 0.8436, -4.0972], [-3.6321, -2.2621, -1.9225], [-4.1586, 1.1467, -0.4112], [-2.0811, 0.0817, -1.8591], [3.8360, -3.8636, 2.8647], [3.6964, -2.2675, 0.4665], [-0.2676, 1.5548, -1.0596], [-2.2985, 2.1056, -1.2259], [3.1741, -0.6153, -0.4223], [2.6020, -2.0533, 3.9575], [3.2349, -2.5890, 2.8158], [3.2419, -5.0797, 6.9629], [3.2602, -1.8411, 1.6219], [1.5820, -2.0290, -2.1698], [1.9235, 0.4647, -0.9464], [4.3129, -4.2686, 1.9817], [2.5746, -2.7787, 5.1204], [2.0764, -2.3866, 5.9957], [2.8061, -0.6089, 1.5262], [-4.9803, -1.5558, -2.8007], [-3.8804, 1.9771, -2.8078], [-3.4300, -1.7011, -3.6032], [-3.9050, -1.4880, -2.6428], [2.1492, 2.8540, -1.5872], [-3.5622, -0.0900, -2.1287], [-1.4119, 4.0537, -1.4075], [-5.3872, 0.0193, -0.9767], [-1.5925, 1.3009, -1.3713], [-1.4823, -1.8877, -2.5569], [-4.0092, -0.5832, -0.0501], [-0.9511, 3.8860, -0.4330], [-4.3185, 0.1427, -0.8043], [0.8116, 2.7651, 0.8945], [-4.0049, 0.9559, -3.1681], [1.5869, 4.4603, -1.1488], [1.2620, 3.4807, -1.5002], [0.9256, 3.7572, 1.3301], [-0.5824, 4.8463, -0.0746], [0.1475, 2.1935, 1.5459], [0.6222, 0.4705, -1.2597], [0.2187, 2.9051, -0.5227], [-5.0619, 0.8096, -3.3891], [2.1352, -1.0787, 3.9085], [3.2067, -4.0284, 5.1742]], "total_energy_ev": -119127.0298, "total_charge": 2, "homo_lumo_gap_ev": [4.67, 4.56], "e_lumo_ha": [-0.349, -0.353]}

=====

Record 3
{"formula": "C21H24Cl5IKN3O2PS", "method": "ωB97M-V with the def2-TZVPD basis set", "elements": ["C", "H", "Cl", "C", "H", "C", "H", "C", "H", "Cl", "I", "O", "P", "N", "H", "S", "H", "H", "H", "K", "N", "C", "H", "H", "C", "H", "C", "H", "C", "H", "C", "C", "C", "C", "C", "C", "H", "H", "H", "Cl", "H", "C", "C", "N", "C", "H", "H", "C", "H", "H", "C", "H", "C", "H", "Cl", "H", "Cl", "C", "O"], "coordinates": [[-4.7145, 0.1870, -0.2605], [-0.7567, -4.8081, 1.7993], [1.1931, -3.3485, -3.5050], [2.4808, -2.1743, -3.3909], [4.6772, 1.4022, 1.3594], [-2.6013, 1.2122, 1.1762], [-5.1996, -0.0254, -1.2174], [4.4225, -1.2648, -2.2445], [-2.7387, 3.8073, 0.8725], [2.0197, 1.4867, -0.7700], [5.1621, 1.0697, -5.7529], [-1.1458, -2.0350, 0.8053], [-2.9568, 0.6753, -0.5597], [-3.6116, 2.1176, 1.7386], [-4.8419, 0.5347, 2.3263], [-0.4402, -2.4851, 2.0559], [-2.3836, 2.9177, -1.3199], [-3.7252, 2.2769, -2.2338], [-6.2347, 3.1291, 0.2257], [-0.0166, -0.7396, -0.9815], [-5.4983, 1.2018, 0.4574], [3.9669, -0.0195, -1.9567], [-1.6227, 1.7003, 1.2165], [-4.7344, -0.7453, 0.3105], [2.1190, -1.8174, 1.1588], [0.5861, -4.2522, 0.7766], [2.2905, -0.8928, -4.1299], [-4.3933, 4.0222, 1.4753], [-5.5410, 2.4576, -0.2890], [5.5637, 0.1789, 2.2433], [1.7201, 0.0382, -3.0765], [3.4334, -0.0920, 2.2263], [1.1256, -1.6484, 2.1232], [-3.7224, 3.3395, 0.9453], [-4.9218, 1.4725, 1.7722], [3.5085, -2.3532, -2.5559], [-2.5320, 0.3198, 1.8051], [0.4985, -0.5532, 3.8696], [-5.6079, 2.1345, 2.3090], [3.7211, -3.8279, -1.6453], [1.5852, -0.9926, -4.9494], [-3.3207, 2.3630, -1.2214], [2.6046, 0.3859, -2.0509], [-4.2554, 3.1374, -0.3979], [4.6522, 0.7776, 2.2524], [2.0143, -2.5066, 0.3262], [4.6575, 1.4164, 3.1347], [3.2609, -1.0412, 1.2107], [3.2627, -0.5404, -4.4980], [0.8294, -4.4342, 2.5334], [1.2729, -0.7074, 3.1285], [4.0070, -1.1590, 0.4344], [2.4311, 0.0561, 3.1770], [-5.9283, 2.2632, -1.2914], [5.1261, 1.1590, -1.3859], [2.5493, 0.7962, 3.9590], [6.1039, -1.6789, -2.2105], [0.1174, -4.1624, 1.7562], [0.4823, 0.2689, -3.0659]], "total_energy_ev": -137896.0900, "total_charge": -1, "homo_lumo_gap_ev": 4.99, "e_lumo_ha": 0.055, "e_above_lowest_kcal_mol": 0.0}

=====

Record 4
{"formula": "C21H24ClN6O3S2Tl", "method": "ωB97M-V with the def2-TZVPD basis set", "elements": ["N", "H", "N", "C", "C", "C", "C", "H", "C", "H", "C", "C", "N", "C", "C", "H", "H", "Cl", "H", "H", "H", "O", "H", "C", "N", "H", "C", "S", "C", "H", "C", "H", "C", "C", "Tl", "O", "H", "H", "O", "H", "H", "N", "H", "H", "H", "H", "H", "C", "C", "C", "S", "C", "N", "H", "H", "C", "C", "H"], "coordinates": [[1.5317, -5.5564, -3.3619], [3.4710, 4.7623, -3.1705], [-0.5597, -3.3989, -1.5985], [2.8587, 2.8628, -0.4279], [-2.8881, -0.2375, -4.0701], [4.0557, 3.0764, 0.2481], [1.3696, 0.4264, 1.8551], [-3.1538, -3.5311, 1.3799], [2.6576, 3.4763, -1.6595], [1.8319, -6.0387, -2.5269], [-1.1940, -0.5936, 3.6773], [-2.7289, -0.1848, -0.3636], [0.9003, 0.6298, 3.1249], [1.7670, 1.9650, 0.1261], [-3.7002, -0.2812, 0.6241], [0.6917, 1.9069, 4.7326], [0.8071, -1.3640, 3.6228], [-4.5806, -2.1022, -2.9267], [-2.5670, 0.7315, -0.9205], [-4.6068, -1.6164, 2.0448], [5.9646, 4.0558, 0.2386], [-1.9733, 0.3353, -3.4116], [1.8098, 2.4625, 3.4786], [-3.0398, -1.7580, -3.8175], [2.0267, 1.4754, 1.3336], [4.1985, 2.5813, 1.1995], [-1.2760, -3.5020, -0.5478], [1.2088, -1.0826, 1.0988], [0.7662, -4.4263, -3.0902], [-1.3857, -0.7499, 2.6166], [4.8264, 4.5103, -1.5247], [-1.2973, -4.4306, 0.0257], [-3.0569, -2.5631, 0.9041], [0.3044, -0.4389, 3.9019], [0.1946, -0.6189, -2.2854], [0.7281, 1.8427, -0.5390], [-2.2417, -2.1719, -3.2089], [5.5923, 5.1477, -1.9522], [-3.6599, 0.2629, -4.8983], [-3.1215, -2.2914, -4.7598], [0.5128, -0.2353, 4.9582], [0.1743, -4.4936, -1.9132], [-1.5761, -1.4590, 4.2262], [-0.1323, 2.8550, 1.9380], [-4.3123, 0.5761, 0.8704], [-1.2443, 2.4282, 3.2413], [2.2452, -5.3855, -4.0504], [0.8449, 1.9848, 3.6526], [3.6358, 4.2952, -2.2065], [-3.8610, -1.4983, 1.2668], [0.7019, -3.2221, -4.3015], [-2.1095, -2.3820, -0.1039], [-1.9563, -1.2036, -0.7121], [-1.7438, 0.2908, 4.0080], [-0.2108, 3.8597, 3.3978], [-0.2554, 2.8340, 3.0208], [5.0341, 3.8971, -0.2952], [1.7216, 3.2860, -2.1688]], "total_energy_ev": -76139.5838, "total_charge": -2, "homo_lumo_gap_ev": 6.52, "e_lumo_ha": 0.167, "e_above_lowest_kcal_mol": 0.0}

=====

Record 5
{"formula": "C21H24F", "method": "ωB97M-V with the def2-TZVPD basis set", "elements": ["C", "H", "C", "H", "C", "C", "F", "H", "H", "C", "H", "C", "C", "H", "C", "H", "C", "H", "H", "H", "C", "C", "H", "H", "C", "H", "C", "H", "H", "H", "C", "H", "C", "H", "H", "H", "H", "C", "C", "C", "C", "C", "H", "H", "H", "C"], "coordinates": [[-3.0659, 0.2448, -0.0892], [-2.0737, -2.6781, 3.0533], [-0.3745, -2.7309, 4.3497], [1.8468, 2.2624, 0.7192], [0.8652, -2.1731, 4.6908], [2.8371, 1.0099, -1.5545], [-5.7052, -2.7059, 1.1812], [3.3719, 1.7584, -2.1490], [2.3068, -0.6237, 4.2662], [-3.5851, -1.6476, 1.3726], [-0.7551, -3.5839, 4.9225], [-1.3105, -0.4901, 1.4208], [-5.2330, -0.8628, -0.2529], [-0.8107, 1.8894, -4.8869], [3.5240, -0.0669, -1.1539], [5.1784, -0.6494, -2.4343], [0.2844, 1.8526, -5.0015], [-4.6411, 0.8306, -1.4280], [3.0025, -0.8637, -0.6160], [0.5088, 1.1882, -5.8429], [1.3719, 1.3619, -1.2415], [-2.6349, -0.6748, 0.9305], [-0.7474, 0.3124, 0.9454], [-3.3608, -2.3429, 2.1761], [4.9931, -0.2554, -1.4217], [0.3264, 2.8153, 0.0168], [-4.3266, 0.1292, -0.6541], [0.6058, 2.8633, -5.2984], [-0.0586, 2.6202, -2.4262], [5.4310, -0.9629, -0.7061], [-1.1236, -2.2097, 3.2968], [1.7948, 0.6569, -3.8897], [0.9883, 1.3802, -3.7639], [5.5661, 0.6832, -1.3338], [0.9853, 0.3548, 2.4035], [1.8657, 3.3871, -0.6426], [0.7923, 0.4794, -0.7977], [0.6884, 1.8328, -2.5305], [-4.8265, -1.7282, 0.7608], [1.3495, 2.5193, -0.2184], [-0.6508, -1.1002, 2.5301], [1.3474, -1.0656, 3.9775], [1.4503, -2.5880, 5.5115], [-6.2141, -0.9476, -0.7089], [-2.3943, 1.0460, -0.4139], [0.6101, -0.5272, 2.9310]], "total_energy_ev": -24874.8654, "total_charge": 1, "homo_lumo_gap_ev": 4.94, "e_lumo_ha": -0.229, "e_above_lowest_kcal_mol": 21.7}